[1]
Here is C12H13N3O2S2 in the gas phase in a non-equilibrium geometry from the OMol25 dataset. Energies are from ωB97M-V with the def2-TZVPD basis set.

Summary:
HOMO level = -8.050 eV
HOMO-LUMO gap = 8.62 eV
Energy above the lowest of the compared OMol25 structures with the same formula, charge and spin = 8.9 kJ/mol
Structure (SMILES) = CCOc1ccc(C(=O)CSc2nnc(N)s2)cc1

ORCA input file:
```
! RIJCOSX wB97M-V def2-TZVPD def2/J DEFGRID3
* xyz 0 1
C -5.281 -0.461 -1.112
C -4.671 -1.134 0.114
O -3.887 -0.243 0.887
C -2.647 0.104 0.480
C -2.001 1.058 1.276
C -0.728 1.484 0.981
C -0.052 0.974 -0.131
C -0.701 0.026 -0.922
C -1.976 -0.411 -0.629
H -2.432 -1.152 -1.266
H -0.176 -0.367 -1.779
C 1.305 1.384 -0.530
O 1.791 1.084 -1.595
C 2.070 2.222 0.485
H 1.691 3.245 0.499
H 2.015 1.781 1.479
S 3.822 2.344 0.019
C 4.212 0.670 0.184
N 3.437 -0.217 0.693
N 3.956 -1.443 0.711
C 5.146 -1.515 0.227
N 5.908 -2.633 0.211
H 6.669 -2.670 -0.445
H 5.414 -3.495 0.379
S 5.773 0.042 -0.349
H -0.269 2.229 1.612
H -2.534 1.448 2.129
H -4.085 -2.016 -0.172
H -5.464 -1.454 0.795
H -5.881 0.391 -0.803
H -5.916 -1.168 -1.639
H -4.507 -0.108 -1.789
*
```

natural (NBO) population analysis, charges in e, atoms 1 to 5:
1. C -0.64
2. C -0.06
3. O -0.49
4. C 0.32
5. C -0.26

***

[2]
Here is 3 unconnected molecules or ions with the total composition C4H13NO3 in a non-equilibrium geometry from the OMol25 dataset. Energies are from ωB97M-V with the def2-TZVPD basis set.

Summary:
HOMO level = -7.972 eV
HOMO-LUMO gap = 4.40 eV
Energy above the lowest of the compared OMol25 structures with the same formula, charge and spin = 698.4 kJ/mol

ORCA input file:
```
! RIJCOSX wB97M-V def2-TZVPD def2/J DEFGRID3
* xyz 0 1
C 1.583 -0.259 -0.039
N 0.603 0.339 0.933
C -0.448 -0.524 1.323
C -0.740 -2.352 -0.395
C -1.328 -1.191 0.210
O -2.526 -1.616 0.950
H 1.396 0.310 -0.960
H 2.532 0.013 0.396
H 1.401 -1.329 -0.103
H 0.277 1.189 0.462
H 0.001 -1.389 1.861
H -1.187 -0.006 1.932
H -0.858 -3.244 0.193
H -0.618 -2.353 -1.477
H -1.682 -0.379 -0.442
H -2.877 -2.328 0.404
H 1.497 2.565 -1.364
O -0.023 2.015 -1.181
H 2.829 3.374 -1.689
H -0.778 2.587 -1.350
O 2.476 2.655 -1.162
*
```

natural (NBO) population analysis, charges in e, atoms 1 to 5:
1. C -0.45
2. N -0.45
3. C -0.20
4. C -0.11
5. C -0.06

***

[3]
Here is a molecular structure, C3HMnO3 in a non-equilibrium geometry from the OMol25 dataset. Energies are from ωB97M-V with the def2-TZVPD basis set.

Summary:
HOMO level (spin up / spin down) = -7.680 / -7.671 eV
HOMO-LUMO gap (spin up / spin down) = 7.14 / 6.97 eV
Energy above the lowest of the compared OMol25 structures with the same formula, charge and spin = 280.5 kJ/mol
⟨S²⟩ = 12.00

ORCA input file:
```
! RIJCOSX wB97M-V def2-TZVPD def2/J DEFGRID3
* xyz 0 7
O 0.934 -0.310 -0.525
C 1.087 -0.478 0.845
H 1.953 -1.051 1.166
C 0.052 -0.266 1.656
O -1.160 -0.297 1.647
C -0.367 -0.087 -0.846
O -0.499 0.982 -1.484
Mn -2.001 1.507 -2.459
*
```

natural (NBO) population analysis, charges in e, atoms 1 to 5:
1. O -0.53
2. C -0.16
3. H 0.22
4. C 0.56
5. O -0.40

***

[4]
Here is C5H6O2 in the gas phase in a non-equilibrium geometry from the OMol25 dataset. Energies are from ωB97M-V with the def2-TZVPD basis set.

Summary:
HOMO level = -8.281 eV
HOMO-LUMO gap = 8.94 eV
Energy above the lowest of the compared OMol25 structures with the same formula, charge and spin = 212.1 kJ/mol
Structure (SMILES) = C/C(O)=C\C=C=O

ORCA input file:
```
! RIJCOSX wB97M-V def2-TZVPD def2/J DEFGRID3
* xyz 0 1
C -0.781 0.194 0.267
C 0.268 1.045 0.283
C 1.319 0.848 -0.721
C -0.774 -1.265 -0.082
C 2.238 0.199 -0.064
O -1.988 0.689 0.709
O 3.137 -0.438 0.370
H -2.678 0.015 0.589
H 0.117 2.064 0.635
H 1.498 1.591 -1.487
H 0.232 -1.676 -0.172
H -1.301 -1.429 -1.027
H -1.287 -1.838 0.699
*
```

natural (NBO) population analysis, charges in e, atoms 1 to 5:
1. C 0.38
2. C -0.33
3. C -0.57
4. C -0.69
5. C 0.72

***

Question: Number 1 is which compound?
Answer: C12H13N3O2S2

***

Question: Among the records above, which one has the lowest energy above the lowest of the compared OMol25 structures with the same formula, charge and spin?
Answer: C12H13N3O2S2